Record 1
The following is a DFT calculation (ωB97M-V/def2-TZVPD) of C28H27N3SSiTa as an isolated structure in a non-equilibrium geometry.

XYZ file:
```
61
Properties=species:S:1:pos:R:3:forces:R:3
C -0.16908 1.87209 1.48792 -1.46 2.04 0.18
C -1.16119 1.82087 0.43547 0.08 1.45 0.64
C -2.43088 1.53742 1.06088 0.45 1.61 0.52
H -0.96210 2.02465 -0.61950 -0.11 -0.29 0.20
C -2.21957 1.45116 2.47837 -0.56 1.83 -0.07
C -0.84138 1.65230 2.74191 0.02 1.42 -0.26
H -0.39520 1.71851 3.72406 0.11 -0.19 -0.04
H 0.84113 2.24315 1.39549 0.31 -0.52 -0.27
H -3.39537 1.51021 0.57284 0.07 -0.17 -0.12
H -2.98135 1.33184 3.25561 0.22 -0.23 -0.43
Ta -1.00813 -0.17153 1.39852 2.03 -5.35 -1.40
C -0.17353 -1.35527 -0.06163 -0.30 -0.58 -0.60
H -0.77965 -2.31972 -0.03013 0.64 0.82 0.09
H 0.86191 -1.58288 0.26673 -0.17 0.13 -0.58
H -0.26184 -0.95541 -1.07082 0.49 -0.17 -0.28
Si 1.14221 1.28835 -2.82600 -0.69 -1.74 0.11
C 2.55188 0.30734 -3.38298 0.96 -0.32 -0.09
C 3.80062 0.94545 -3.51052 -0.17 -0.79 -0.85
H 3.92565 1.95879 -3.13909 0.06 0.01 -0.41
C 4.82892 0.25536 -4.15679 0.24 -0.28 0.10
H 5.78114 0.75071 -4.39127 -0.48 -0.26 0.21
C 4.65127 -1.09471 -4.51227 0.37 0.08 -0.09
H 5.45426 -1.62803 -5.04576 -0.44 0.36 0.36
C 3.49341 -1.78924 -4.16050 -0.43 0.24 0.46
H 3.40697 -2.86773 -4.32435 0.09 0.45 -0.05
C 2.43140 -1.08086 -3.57253 0.54 0.17 -0.56
H 1.50863 -1.59223 -3.27070 0.26 0.12 -0.40
C -0.48966 1.27024 -3.77800 -0.41 -0.74 -0.48
C -0.42013 1.78548 -5.10204 -0.04 0.58 0.78
H 0.47778 1.63962 -5.71374 -0.15 0.41 0.42
C -1.45951 2.59360 -5.57048 -0.10 -0.11 -0.12
H -1.30456 3.22136 -6.44773 -0.09 -0.43 0.00
C -2.67452 2.67360 -4.88445 0.12 -0.22 0.23
H -3.46818 3.34714 -5.22895 0.36 -0.39 0.13
C -2.86342 1.85770 -3.76567 0.21 -0.18 0.30
H -3.83029 1.83683 -3.26302 0.12 -0.08 -0.23
C -1.78049 1.14602 -3.20983 0.40 1.04 -0.33
H -1.91389 0.53895 -2.30380 -0.04 0.32 -0.10
H 1.17662 0.65561 -1.46201 -1.09 0.30 0.53
H 1.43041 2.64592 -2.61631 0.40 1.54 0.24
N -0.71464 -2.56285 4.53135 -0.19 0.17 -1.18
C 0.51443 -1.95822 4.86226 -0.47 0.06 0.31
C 1.13602 -1.82059 6.08171 1.07 -0.01 1.15
C 2.11991 -0.82747 6.22678 -0.49 -0.67 -0.08
C 2.47576 -0.01694 5.13845 0.06 0.52 -0.90
C 1.84807 -0.13683 3.90024 -0.23 -0.97 0.26
C 0.85964 -1.13824 3.81636 -0.17 1.37 -0.16
N -0.18570 -1.19266 2.90561 -0.84 -0.65 -0.05
C -1.15183 -2.08372 3.34465 2.22 0.31 2.08
C -2.45087 -2.15843 2.71860 -2.08 -0.57 -1.06
C -3.59167 -2.88083 2.99207 0.94 0.61 -0.35
S -4.90371 -2.47296 1.92613 1.25 0.40 -0.08
C -3.91436 -1.33714 1.10667 1.13 -1.09 1.46
N -2.65795 -1.29601 1.62187 -2.75 -0.55 0.07
H -1.16092 -3.28420 5.08072 -0.15 -0.02 0.13
H 0.86796 -2.47695 6.89642 0.03 0.12 0.25
H 2.62000 -0.64569 7.18543 -0.33 -0.32 -0.38
H 3.23075 0.76289 5.25342 -0.16 -0.31 0.09
H 2.06918 0.45154 3.01187 0.22 0.10 0.39
H -3.61437 -3.63288 3.76270 -0.60 -0.16 0.05
H -4.17593 -0.73448 0.23979 -0.27 -0.22 0.24
```
Forces are in eV/Å.

Results
HOMO   -14.65 eV
Energy relative to the best compared isomer or geometry (same formula, charge and spin)   0.0 kJ/mol
Spin multiplicity   1
Net charge   +3
LUMO   -12.113 eV
Gap between HOMO and LUMO   2.54 eV

=====

Record 2
The following is a DFT calculation (ωB97M-V/def2-TZVPD) of a 2-piece molecular cluster, C46H42N2O5 overall in a non-equilibrium geometry.

XYZ file:
```
95
Properties=species:S:1:pos:R:3:forces:R:3
C 4.13447 -1.17025 3.41889 0.26 0.12 -0.03
C 2.67640 -1.46281 3.19110 -0.16 0.13 0.13
O 1.92100 -0.29465 3.63045 -0.22 -1.05 -0.36
C 0.59678 -0.37947 3.36925 -0.12 -0.08 -0.52
C -0.10270 0.90333 3.77491 -0.43 -1.19 0.82
C 0.57551 2.17096 3.44754 1.42 0.59 0.36
C -0.19987 3.37478 2.97015 -0.28 0.36 -0.21
O 1.80256 2.28569 3.56288 -1.31 -0.11 -0.07
C -1.54951 0.84452 3.96832 -0.52 0.32 -0.45
O -2.31221 1.79350 4.09216 0.47 -0.60 0.04
O -1.98184 -0.43486 4.02164 -0.80 0.44 -0.16
C -3.36482 -0.62391 3.64404 0.32 0.25 0.22
C -3.56348 -2.10254 3.48249 -0.13 -0.37 0.04
O 0.09652 -1.36234 2.84414 0.63 0.98 0.40
H 4.70461 -2.05619 3.11975 0.04 0.16 0.07
H 4.45668 -0.31963 2.80698 -0.03 -0.16 0.15
H 4.35434 -0.94727 4.46929 -0.09 -0.07 -0.19
H 2.48350 -1.64609 2.12285 -0.12 0.06 0.42
H 2.35558 -2.34212 3.77125 -0.06 0.30 -0.25
H -1.26857 3.18880 2.81971 0.45 0.10 -0.07
H -0.09244 4.17720 3.71373 -0.07 -0.27 0.03
H 0.29174 3.76766 2.06457 -0.18 -0.32 0.24
H -4.01487 -0.19020 4.41596 0.09 -0.05 -0.31
H -3.52784 -0.11618 2.68372 -0.04 0.06 0.32
H -4.55753 -2.26642 3.05292 0.15 -0.15 0.05
H -2.79857 -2.51936 2.81576 -0.22 0.10 0.11
H -3.50697 -2.62531 4.44482 0.00 0.09 -0.16
C -4.57991 7.56031 7.11347 0.26 -0.06 0.12
C -3.44955 7.75389 6.30642 0.04 -0.16 0.12
C -2.23010 7.16364 6.64929 -0.23 -0.11 0.47
C -2.14521 6.41382 7.83363 -0.17 0.06 -0.03
N -0.89147 5.83194 8.19623 0.25 -0.12 -0.13
C -0.14719 6.45044 9.24560 0.16 0.37 0.25
C -0.39668 6.07567 10.57363 0.18 0.37 -0.13
C 0.18116 6.80662 11.61535 0.15 -0.24 -0.14
C 1.07075 7.85179 11.34261 -0.19 -0.09 -0.24
C 1.34796 8.19432 10.01423 0.00 -0.22 -0.03
C 0.74184 7.49954 8.96065 -0.16 -0.21 0.36
C -0.58462 4.53818 7.74347 0.08 -0.21 -0.01
C 0.69028 4.27032 7.22929 -0.06 0.02 -0.31
C 0.92558 3.08706 6.55380 0.25 -0.43 0.35
C -0.00791 2.02705 6.60417 -0.45 0.39 -0.06
C 0.29792 0.72201 6.04853 1.40 1.23 -0.71
C -0.05432 -0.47011 6.80036 -0.78 -1.34 0.14
C -0.40087 -1.67686 6.15875 0.35 0.09 0.27
C -0.56335 -2.85130 6.86822 -0.04 0.08 0.06
C -0.39581 -2.87714 8.26461 -0.05 0.17 -0.06
N -0.66558 -4.03833 8.97626 0.21 0.30 -0.18
C -0.45928 -4.13534 10.38183 -0.11 -0.11 0.53
C -1.58326 -4.13748 11.22183 0.36 -0.02 0.09
C -1.42581 -4.37280 12.58844 0.19 0.01 -0.03
C -0.15482 -4.63159 13.11963 -0.09 -0.06 -0.27
C 0.96451 -4.60829 12.27635 -0.17 0.31 0.01
C 0.82676 -4.29728 10.91907 -0.41 -0.26 0.08
C -1.42946 -5.06868 8.35237 0.01 -0.40 -0.09
C -0.84314 -6.33233 8.18725 -0.34 0.32 -0.24
C -1.54237 -7.31197 7.47964 -0.11 0.06 0.11
C -2.84332 -7.06651 7.02029 0.15 0.06 0.19
C -3.44552 -5.82752 7.27000 0.26 0.06 -0.10
C -2.72438 -4.80351 7.88693 0.13 -0.49 0.20
C -0.00501 -1.69714 8.92067 -0.32 -0.18 -0.10
C 0.08964 -0.51470 8.21107 0.16 0.46 -0.57
C -1.24900 2.27048 7.23086 0.13 -0.01 -0.08
C -1.54577 3.52021 7.75094 0.12 -0.02 0.00
C -3.25518 6.23602 8.66156 -0.20 0.29 -0.37
C -4.47945 6.80319 8.28714 0.22 -0.03 0.05
H -5.53674 8.01064 6.83560 0.36 -0.16 0.09
H -3.50697 8.37086 5.40870 -0.08 -0.21 0.22
H -1.32658 7.27956 6.03872 -0.46 -0.02 0.22
H -1.06139 5.22594 10.76477 0.23 0.40 0.00
H -0.05934 6.53835 12.64365 0.15 0.08 -0.20
H 1.54958 8.39207 12.16352 -0.22 -0.15 -0.31
H 2.04697 9.00178 9.79182 -0.19 -0.21 0.09
H 0.95047 7.74796 7.91463 -0.15 -0.01 0.43
H 1.45956 5.03478 7.30946 -0.15 -0.08 -0.22
H 1.86219 2.93322 6.01886 -0.14 0.01 0.23
H 1.21952 0.64845 5.46755 0.03 0.17 0.72
H -0.59298 -1.68078 5.09489 0.18 -0.10 0.13
H -0.84571 -3.76013 6.34162 0.06 0.25 0.09
H -2.57201 -3.94469 10.79232 0.39 -0.18 0.16
H -2.30395 -4.35976 13.23653 0.29 -0.04 -0.15
H -0.04382 -4.85917 14.18598 -0.01 0.10 -0.49
H 1.95572 -4.82776 12.67567 -0.27 0.16 -0.07
H 1.69714 -4.21155 10.26328 -0.29 -0.19 0.19
H 0.16904 -6.50845 8.57318 -0.48 0.08 -0.22
H -1.05548 -8.26898 7.29004 -0.23 0.19 0.04
H -3.38642 -7.84234 6.47130 0.20 0.30 0.27
H -4.47453 -5.64168 6.96838 0.23 -0.07 -0.07
H -3.15142 -3.80437 8.01544 0.14 -0.38 -0.01
H 0.16218 -1.72386 9.99568 -0.09 0.18 -0.24
H 0.32275 0.40466 8.74303 0.07 -0.15 -0.08
H -1.99029 1.47418 7.29559 0.20 0.15 -0.08
H -2.50492 3.72284 8.21583 0.03 -0.11 -0.21
H -3.14014 5.64912 9.58196 -0.17 0.33 -0.42
H -5.34440 6.65204 8.93417 0.15 0.10 -0.26
```
Forces are in eV/Å.

Results
HOMO   -7.48 eV
Spin multiplicity   1
LUMO   -0.838 eV
Gap between HOMO and LUMO   6.64 eV

=====

no.,electronic energy (eV)
1,-54178.182
2,-61599.556